DFT (ωB97M-V/def2-TZVPD) results for a gas-phase ion, C5H12NO2 (charge -1).

```
20
C5H12NO2 ωB97M-V/def2-TZVPD
C -2.594 1.594 -0.889
C -1.181 1.899 -0.406
C -0.169 0.840 -0.845
O 1.059 1.069 -0.708
O -0.788 -0.429 0.172
C 0.120 -1.461 0.253
C 1.297 -1.176 1.183
N 2.304 -2.253 1.104
H -2.624 1.573 -1.982
H -3.338 2.329 -0.582
H -2.860 0.600 -0.539
H -0.816 2.855 -0.781
H -1.158 1.908 0.682
H -0.456 0.303 -1.767
H -0.374 -2.385 0.614
H 0.514 -1.743 -0.740
H 1.695 -0.187 0.964
H 0.918 -1.151 2.209
H 2.990 -2.018 0.399
H 2.802 -2.369 1.977
```

As for the SMILES: CC[C@@H]([O-])OCCN. The value obtained for the LUMO energy is 4.25 eV. The HOMO-LUMO gap is 0.2830 Ha. Its charge is -1. As for the highest occupied orbital energy: -0.127 Ha.

***

DFT (ωB97M-V/def2-TZVPD) results for a gas-phase ion, C5H12NO2 (charge -1).

```
20
C5H12NO2 ωB97M-V/def2-TZVPD
C -1.681 -0.457 -0.904
C -0.331 0.059 -0.392
C -0.513 0.671 1.015
C 0.460 1.758 1.416
O 1.003 1.576 2.736
N 0.782 -0.858 -0.321
C 1.183 -1.469 -1.665
O 0.253 -2.197 -2.256
H -2.057 -1.290 -0.297
H -2.384 0.371 -0.839
H -1.545 -0.837 -1.917
H 0.000 0.855 -1.067
H -1.562 0.859 1.267
H -0.298 -0.169 1.675
H 1.246 1.881 0.693
H -0.011 2.741 1.477
H 1.514 0.751 2.701
H 0.537 -1.645 0.270
H 1.353 -0.515 -2.226
H 2.051 -2.085 -1.365
```

As for the SMILES: C[C@@H](CCO)NC[O-]. The value obtained for the LUMO energy is 3.63 eV. The HOMO-LUMO gap is 0.2293 Ha. Its charge is -1. As for the highest occupied orbital energy: -0.096 Ha.

***

DFT (ωB97M-V/def2-TZVPD) results for 2 unconnected molecules or ions with the total composition C5H12NO2.

```
20
C5H12NO2 ωB97M-V/def2-TZVPD
C 1.881 1.314 -0.952
N 1.429 1.089 0.383
C 0.513 0.135 0.530
C -0.927 0.907 0.708
C -2.192 0.085 1.089
O -3.111 0.890 1.532
C 0.364 -1.062 -0.383
O 1.764 -2.658 -2.155
H 2.571 2.156 -0.968
H 2.364 0.412 -1.342
H 1.045 1.543 -1.625
H 1.690 -3.515 -2.585
H 0.622 -0.225 1.577
H -0.827 1.783 1.356
H -1.088 1.358 -0.279
H -2.381 -0.479 0.135
H -1.922 -0.844 1.645
H 0.688 -2.018 0.039
H -0.626 -1.186 -0.806
H 1.049 -1.042 -1.226
```

The value obtained for the LUMO energy is 0.47 eV. The HOMO-LUMO gap is 0.1385 Ha. Its charge is -1. As for the highest occupied orbital energy: -0.121 Ha.

***

DFT (ωB97M-V/def2-TZVPD) results for 2 unconnected molecules or ions with the total composition C5H12NO2.

```
20
C5H12NO2 ωB97M-V/def2-TZVPD
C -1.735 -0.452 0.696
O -2.710 0.073 1.455
C -1.294 0.744 -0.478
C -0.317 0.408 0.594
C -0.080 1.284 1.858
C 2.643 -1.090 -1.199
O 1.387 -1.415 -1.502
N -0.831 0.168 -1.740
H -1.968 -1.117 -0.141
H -1.201 -1.243 1.391
H -1.723 1.784 -0.410
H 0.875 1.831 2.008
H 0.472 -0.096 0.197
H -0.367 0.764 2.774
H -0.775 2.085 1.769
H 3.014 -0.469 -2.096
H 2.815 -0.514 -0.297
H 3.398 -1.909 -1.128
H -1.593 -0.370 -2.127
H -0.009 -0.465 -1.624
```

The value obtained for the LUMO energy is 3.63 eV. The HOMO-LUMO gap is 0.2511 Ha. Its charge is -1. As for the highest occupied orbital energy: -0.118 Ha.

***

DFT (ωB97M-V/def2-TZVPD) results for a molecular structure, C5H12NO2.

```
20
C5H12NO2 ωB97M-V/def2-TZVPD
N 2.196 0.473 0.395
C -0.218 1.805 0.710
C -1.126 0.760 0.910
C 0.083 0.877 -0.589
C 1.102 -0.206 -0.237
C 0.524 -1.377 0.572
O -0.805 -1.843 0.361
H 2.941 -0.221 0.479
H -0.642 2.670 0.228
H 0.587 1.968 1.396
H -2.034 0.560 0.359
H -1.075 0.241 1.870
H 0.621 1.564 -1.246
H -0.689 0.374 -1.232
H 1.397 -0.637 -1.211
H 0.594 -1.080 1.634
H 1.244 -2.206 0.537
H -1.215 -1.463 -0.519
H -1.680 -1.335 -2.629
O -1.806 -0.926 -1.787
```

The value obtained for the LUMO energy is 2.85 eV. The HOMO-LUMO gap is 0.1855 Ha. Its charge is -1. As for the highest occupied orbital energy: -0.081 Ha.

***

DFT (ωB97M-V/def2-TZVPD) results for 2 unconnected molecules or ions with the total composition C5H12NO2.

```
20
C5H12NO2 ωB97M-V/def2-TZVPD
O 1.213 0.050 -1.898
C 0.544 -0.866 -1.414
C 1.166 -2.130 -0.867
N 0.076 -2.892 -0.237
H -0.552 -0.903 -1.447
H 1.569 -2.670 -1.742
H 1.989 -1.852 -0.177
H 0.413 -3.790 0.164
H -0.187 -2.306 0.532
C 0.331 0.804 1.208
O -0.092 -0.403 0.661
C -0.822 1.785 1.124
C -1.264 2.194 -0.274
H 1.218 1.271 0.671
H 0.649 0.691 2.269
H -0.482 2.730 1.607
H -1.669 1.390 1.711
H -2.195 2.776 -0.221
H -1.436 1.323 -0.928
H -0.469 2.797 -0.744
```

The value obtained for the LUMO energy is 4.26 eV. The HOMO-LUMO gap is 0.2837 Ha. Its charge is -1. As for the highest occupied orbital energy: -0.127 Ha.

***

DFT (ωB97M-V/def2-TZVPD) results for a gas-phase ion, C5H12NO2 (charge -1).

```
20
C5H12NO2 ωB97M-V/def2-TZVPD
C 1.171 -0.268 -0.389
N 1.056 -0.473 0.995
C 1.755 0.206 1.930
O 0.907 1.346 2.412
C 0.130 0.707 -1.076
C -1.358 0.399 -0.821
C -1.876 -1.072 -1.073
O -1.394 -1.966 -0.048
H 1.093 -1.294 -0.913
H 1.973 0.304 -0.810
H -0.602 -1.535 0.352
H 2.580 0.785 1.594
H 2.106 -0.466 2.753
H 0.108 1.408 1.933
H -0.033 0.859 -2.256
H 0.412 1.728 -0.699
H -1.458 0.621 0.294
H -1.978 1.182 -1.212
H -1.623 -1.540 -2.082
H -2.969 -0.932 -0.884
```

The value obtained for the LUMO energy is 3.99 eV. The HOMO-LUMO gap is 0.2367 Ha. Its charge is -1. As for the highest occupied orbital energy: -0.090 Ha.

***

DFT (ωB97M-V/def2-TZVPD) results for a gas-phase ion, C5H12NO2 (charge -1).

```
20
C5H12NO2 ωB97M-V/def2-TZVPD
O 3.628 -1.922 -0.381
C 3.210 -0.677 -0.618
C 1.690 -0.536 -1.032
N 0.671 0.265 -0.273
C -0.671 -0.396 -0.284
C -1.747 0.710 -0.100
C -2.647 0.466 1.097
O -2.038 0.691 2.406
H 3.721 -0.261 -1.502
H 3.502 0.014 0.258
H 1.690 -0.065 -2.041
H 1.281 -1.537 -1.189
H 0.930 0.466 0.694
H -0.936 -0.992 0.580
H -0.701 -0.796 -1.298
H -1.191 1.647 0.069
H -2.374 0.849 -0.987
H -2.982 -0.547 1.237
H -3.514 1.122 1.048
H -1.519 1.500 2.318
```

As for the SMILES: [O-]CCNCCCO. The value obtained for the LUMO energy is 3.21 eV. The HOMO-LUMO gap is 0.1949 Ha. Its charge is -1. As for the highest occupied orbital energy: -0.077 Ha.

***

DFT (ωB97M-V/def2-TZVPD) results for 2 unconnected molecules or ions with the total composition C5H12NO2.

```
20
C5H12NO2 ωB97M-V/def2-TZVPD
C 1.938 0.676 -0.882
O 2.802 -0.320 -1.139
C 0.379 0.103 -1.042
C 0.625 0.178 0.375
C 1.201 -0.894 1.270
C -2.635 -0.601 0.796
O -3.186 0.227 -0.154
N -0.578 0.954 -1.671
H 1.821 1.503 -1.772
H 2.436 1.417 -0.200
H 0.393 -0.888 -1.488
H 0.361 -1.580 1.462
H 0.260 1.029 0.941
H 1.457 -0.477 2.251
H 2.083 -1.385 0.859
H -3.394 -1.348 1.139
H -1.807 -1.224 0.402
H -2.258 -0.084 1.704
H -0.363 1.939 -1.531
H -1.535 0.776 -1.321
```

The value obtained for the LUMO energy (spin up / spin down) is 6.93 / 6.86 eV. As for the spin multiplicity: 2. The HOMO-LUMO gap (spin up / spin down) is 0.1450 / 0.2328 Ha. Its charge is -2. As for the highest occupied orbital energy (spin up / spin down): 0.110 / 0.019 Ha.

***

DFT (ωB97M-V/def2-TZVPD) results for a gas-phase ion, C5H12NO2 (charge +1).

```
20
C5H12NO2 ωB97M-V/def2-TZVPD
C -1.127 0.679 -0.962
C 0.179 0.864 -0.120
C 0.676 -1.622 0.104
C -2.277 0.135 -0.182
C 2.367 0.026 0.601
N 1.236 -0.345 -0.263
O -2.612 0.663 1.036
O -2.554 -1.105 -0.364
H -1.386 1.706 -1.384
H -0.867 0.030 -1.816
H 0.788 1.835 -0.442
H -0.017 0.970 0.879
H 0.972 -1.905 1.161
H 0.889 -2.427 -0.581
H 2.749 1.066 0.431
H 1.987 0.150 1.556
H 3.233 -0.635 0.365
H 1.450 -0.217 -1.287
H -2.586 1.606 1.002
H -3.101 -1.473 0.266
```

The value obtained for the LUMO energy (spin up / spin down) is -4.23 / -5.45 eV. The HOMO-LUMO gap (spin up / spin down) is 0.2593 / 0.1626 Ha. Its charge is +1. As for the highest occupied orbital energy (spin up / spin down): -0.415 / -0.363 Ha.

***

DFT (ωB97M-V/def2-TZVPD) results for a gas-phase ion, C5H12NO2 (charge +1).

```
20
C5H12NO2 ωB97M-V/def2-TZVPD
C 0.537 -0.097 -0.471
C 1.634 -0.254 0.710
C 3.402 -0.169 -0.632
C -1.106 1.267 0.819
C -2.994 -0.839 -0.505
N -0.776 0.110 -0.025
O 2.661 -0.846 0.109
O -1.659 -0.941 0.007
H 1.021 0.562 -1.155
H 0.482 -1.104 -1.027
H 1.808 0.795 1.193
H 1.136 -0.881 1.491
H 4.145 -0.652 -1.214
H 3.334 0.915 -0.545
H -2.195 1.401 0.797
H -0.922 1.166 1.974
H -0.501 2.052 0.403
H -3.142 -1.310 -1.541
H -3.156 0.212 -0.662
H -3.709 -1.386 0.276
```

The value obtained for the LUMO energy (spin up / spin down) is -6.14 / -6.14 eV. The HOMO-LUMO gap (spin up / spin down) is 0.2146 / 0.2147 Ha. Its charge is +1. As for the highest occupied orbital energy (spin up / spin down): -0.440 / -0.440 Ha.

***

DFT (ωB97M-V/def2-TZVPD) results for a gas-phase ion, C5H12NO2 (charge +1).

```
20
C5H12NO2 ωB97M-V/def2-TZVPD
C -2.226 -0.993 0.383
C -1.445 0.247 0.181
O -1.939 1.355 0.290
C 0.051 0.312 -0.313
C 0.311 -0.644 -1.456
O 0.317 1.580 -0.775
C 0.919 0.030 0.921
N 2.184 0.752 0.593
H -1.985 -1.791 -0.399
H -3.274 -0.727 0.452
H -2.062 -1.573 1.296
H 1.268 -0.449 -1.980
H -0.610 -0.739 -2.068
H 0.239 -1.668 -1.205
H -0.504 2.018 -0.424
H 0.604 0.561 1.924
H 1.151 -1.003 1.270
H 2.683 1.230 1.372
H 1.650 1.368 -0.038
H 2.666 0.134 -0.025
```

As for the SMILES: CC(=O)[C@@](C)(O)C[NH3+]. The value obtained for the LUMO energy is -3.47 eV. The HOMO-LUMO gap is 0.4092 Ha. Its charge is +1. As for the highest occupied orbital energy: -0.537 Ha.

***

What F_max values result from the calculations? In sequence: 0.871, 1.590, 3.611, 6.028, 2.600, 1.819, 3.452, 2.781, 4.167, 3.975, 6.247, 4.128 eV/Å.
What relative energy (zero: lowest compared OMol25 entry of this formula, charge and spin) values result from the calculations? In sequence: 2.477, 3.017, 8.375, 7.329, 7.918, 2.645, 4.541, 4.282, 4.639, 5.652, 6.784, 1.712 eV.